Computed, not measured: an isolated molecule of C4H2ClNS in a non-equilibrium geometry, with wB97M-V/def2-TZVPD.

Energy above the lowest of the compared OMol25 structures with the same formula, charge and spin: 16.8 kcal/mol
Orbital gap: 7.9 eV
LUMO level: -1.70 eV
Maximum force: 0.05481 hartree/bohr
SMILES string: N#C/C=C(/Cl)C=S
E_HOMO: -0.353 Eh

```
9
Properties=species:S:1:pos:R:3:forces:R:3:nbo_charge:R:1
N 2.123823 -1.454787 0.830028 -1.8 0.5 -0.8 -0.294
C 1.019036 -1.165648 0.588779 -0.2 -0.5 1.2 0.221
C -0.466110 -0.848941 0.615056 2.5 -0.2 -1.3 -0.284
C -0.816875 0.290201 -0.052794 1.1 -0.5 0.9 -0.056
Cl -2.433537 0.854932 0.112326 0.3 0.0 -0.6 0.074
C 0.297124 1.100489 -0.773770 -1.3 0.0 -0.3 -0.320
S 0.004408 2.091551 -2.065733 0.6 -1.4 2.0 0.145
H -1.023680 -1.703194 1.058693 -0.1 1.4 -0.3 0.276
H 1.295811 0.835398 -0.312586 -1.0 0.7 -0.9 0.240
```
Positions in Å, forces in eV/Å.

***

Computed, not measured: the ion C4H2ClO2 with charge -1 in a non-equilibrium geometry, with wB97M-V/def2-TZVPD.

Energy above the lowest of the compared OMol25 structures with the same formula, charge and spin: 39.3 kcal/mol
Orbital gap: 6.6 eV
Net charge: -1
LUMO level: 3.57 eV
Maximum force: 0.04541 hartree/bohr
SMILES string: C=C([O-])C(Cl)=C=O
E_HOMO: -0.110 Eh

```
9
Properties=species:S:1:pos:R:3:forces:R:3:nbo_charge:R:1
C 0.000834 -0.121545 -0.166030 -0.4 0.4 0.6 -0.726
C 1.161530 -0.197922 -0.854125 0.8 0.2 -0.4 0.413
O 1.384980 -0.548000 -2.027910 0.1 -0.1 -0.2 -0.738
C 2.501689 0.085129 -0.015905 -0.8 -1.6 -0.3 -0.400
Cl 3.240026 -1.423324 0.456917 0.4 0.1 0.2 -0.029
C 3.136385 1.199525 0.028119 -0.3 2.3 0.1 0.639
O 3.488227 2.334822 0.057730 0.2 -1.2 0.0 -0.521
H -0.047905 0.236575 0.847737 0.1 0.0 0.2 0.179
H -0.921908 -0.389675 -0.652023 -0.2 -0.1 -0.2 0.182
```
Positions in Å, forces in eV/Å.

***

Computed, not measured: a cluster of 2 separate species, C4H2F6N2S in total in a non-equilibrium geometry, with wB97M-V/def2-TZVPD.

Energy above the lowest of the compared OMol25 structures with the same formula, charge and spin: 58.9 kcal/mol
Orbital gap: 8.9 eV
LUMO level: -0.72 eV
Maximum force: 0.06387 hartree/bohr
SMILES string: F/N=C(F)/C=N/S.FC(F)=C(F)F
E_HOMO: -0.352 Eh

```
15
Properties=species:S:1:pos:R:3:forces:R:3:nbo_charge:R:1
F 1.186021 3.955569 -1.396981 -0.1 -1.3 0.4 -0.237
N 1.209266 2.588121 -1.013037 -0.1 0.2 1.0 -0.033
C 0.453076 2.395232 0.016397 -0.4 2.2 -2.4 0.510
F -0.315673 3.467597 0.407735 0.8 -1.8 0.5 -0.307
C 0.108407 1.073148 0.582619 -1.4 1.2 2.4 -0.005
N 0.636077 -0.002675 0.222161 0.7 1.4 -0.8 -0.555
S 0.582492 -1.544315 0.571847 -2.1 -1.4 1.4 0.376
H -0.626223 1.257342 1.473384 0.9 -0.9 -1.5 0.181
H -0.651261 -1.706375 1.366076 1.7 0.4 -0.9 0.067
F 3.614923 -1.700997 -0.120767 -0.1 -0.2 -0.3 -0.293
C 4.204520 -0.547446 -0.358963 -0.3 1.0 1.8 0.586
F 5.050342 -0.576999 -1.344978 0.1 0.1 -0.7 -0.277
C 4.039890 0.489595 0.474635 0.2 -2.3 0.1 0.569
F 4.716601 1.592711 0.377434 0.0 0.8 0.0 -0.277
F 3.410961 0.315452 1.652070 0.1 0.6 -0.9 -0.304
```
Positions in Å, forces in eV/Å.

***

Computed, not measured: an isolated molecule of C4H2N2O in a non-equilibrium geometry, with wB97M-V/def2-TZVPD.

Energy above the lowest of the compared OMol25 structures with the same formula, charge and spin: 70.0 kcal/mol
Orbital gap: 10.3 eV
LUMO level: -0.17 eV
Maximum force: 0.02102 hartree/bohr
E_HOMO: -0.386 Eh

```
9
Properties=species:S:1:pos:R:3:forces:R:3:nbo_charge:R:1
N 1.045405 1.556295 -0.311770 0.1 0.0 0.0 -0.799
C -0.166496 0.977037 -0.487058 -0.1 0.1 -0.1 0.611
O -1.105020 1.506353 -1.048239 0.4 -0.1 0.2 -0.559
C -0.314446 -0.377884 0.054396 -0.4 -0.5 0.1 -0.110
C -0.695718 -1.468411 0.402217 -0.3 0.9 -0.5 0.126
C -0.367992 -3.099972 1.220553 -0.4 -0.3 0.0 0.420
N -1.379273 -2.667381 0.696709 0.9 0.0 0.3 -0.505
H 1.806592 1.087886 0.151277 -0.2 0.0 -0.1 0.405
H 1.176947 2.486076 -0.678085 0.0 -0.1 0.0 0.411
```
Positions in Å, forces in eV/Å.

***

Computed, not measured: a structure of composition C4H2N2S in a non-equilibrium geometry, with wB97M-V/def2-TZVPD.

Energy above the lowest of the compared OMol25 structures with the same formula, charge and spin: 148.3 kcal/mol
Orbital gap (alpha / beta): 7.3 / 7.3 eV
LUMO level (alpha / beta): -1.67 / -1.67 eV
Maximum force: 0.05653 hartree/bohr
E_HOMO (alpha / beta): -0.331 / -0.331 Eh

```
9
Properties=species:S:1:pos:R:3:forces:R:3:nbo_charge:R:1
C -0.493862 -0.450313 -0.348124 -2.4 -0.7 0.7 -0.315
C -0.648947 0.544573 0.670511 -2.0 -0.1 0.0 -0.274
C -1.533141 -1.176131 -0.761475 2.3 -0.6 -1.0 0.127
C -2.971323 -1.118753 -0.945813 -1.9 0.8 1.9 0.227
N -1.798034 -2.141339 -1.764080 1.5 0.0 0.8 -0.097
N -2.871723 -1.432950 -2.185682 -1.2 0.0 -2.4 -0.145
S -1.952563 1.063887 1.501053 0.7 -0.3 -0.4 0.059
H 0.495120 -0.582281 -0.660718 1.1 -0.7 -0.8 0.236
H 0.300241 0.926870 0.762108 2.0 1.7 1.2 0.181
```
Positions in Å, forces in eV/Å.

***

Computed, not measured: an isolated molecule of C4H2N2S2 in a non-equilibrium geometry, with wB97M-V/def2-TZVPD.

Energy above the lowest of the compared OMol25 structures with the same formula, charge and spin: 12.2 kcal/mol
Orbital gap: 6.7 eV
LUMO level: -2.94 eV
Maximum force: 0.03169 hartree/bohr
SMILES string: S=C1C=NC(=S)C=N1
E_HOMO: -0.353 Eh

```
10
Properties=species:S:1:pos:R:3:forces:R:3:nbo_charge:R:1
S -1.043369 -2.416778 1.447580 0.0 0.2 0.0 0.174
C -0.451041 -1.146645 0.636367 0.0 0.2 0.0 -0.082
C -0.858774 0.238156 1.003050 1.0 -0.1 -1.3 0.108
N -0.461843 1.313521 0.422296 -0.1 -0.5 0.2 -0.405
C 0.439657 1.135560 -0.628538 0.2 0.5 -0.3 -0.075
S 1.039136 2.416789 -1.443623 -0.2 -0.5 0.2 0.167
C 0.854082 -0.231698 -0.995642 -0.1 -0.7 0.2 0.098
N 0.449356 -1.316333 -0.422701 0.2 0.7 -0.3 -0.407
H -1.529156 0.332473 1.801016 -1.0 0.1 1.2 0.207
H 1.561952 -0.325044 -1.819805 -0.1 0.1 0.1 0.216
```
Positions in Å, forces in eV/Å.

***

Computed, not measured: an isolated molecule of C4H2N3P in a non-equilibrium geometry, with wB97M-V/def2-TZVPD.

Energy above the lowest of the compared OMol25 structures with the same formula, charge and spin: 5.0 kcal/mol
Orbital gap: 10.8 eV
LUMO level: -0.45 eV
Maximum force: 0.05262 hartree/bohr
SMILES string: N#CC(P)(C#N)C#N
E_HOMO: -0.414 Eh

```
10
Properties=species:S:1:pos:R:3:forces:R:3:nbo_charge:R:1
N 1.786234 1.951312 0.848072 0.6 0.7 0.5 -0.217
C 1.002018 1.268692 0.385070 -0.8 -0.3 -0.6 0.264
C 0.086859 0.292986 -0.208827 -0.1 -1.7 1.2 -0.532
P -1.639147 0.150103 0.798829 1.5 -0.3 1.8 0.387
C -0.104065 0.423836 -1.637644 -0.3 0.5 -0.1 0.260
N -0.278129 0.505106 -2.764782 -0.1 0.0 -0.3 -0.218
C 0.755542 -1.012068 0.014939 0.9 -0.6 0.4 0.263
N 1.395985 -1.932228 0.294591 -0.8 0.6 -0.4 -0.240
H -0.993515 -0.589026 2.070227 -0.9 1.2 -2.2 0.038
H -2.011786 -1.058711 0.199527 0.1 -0.3 -0.2 -0.005
```
Positions in Å, forces in eV/Å.

***

Computed, not measured: an isolated molecule of C4H2O2, with wB97M-V/def2-TZVPD.

Energy above the lowest of the compared OMol25 structures with the same formula, charge and spin: 54.9 kcal/mol
Orbital gap: 9.2 eV
LUMO level: -1.49 eV
Maximum force: 0.01332 hartree/bohr
E_HOMO: -0.392 Eh

```
8
Properties=species:S:1:pos:R:3:forces:R:3:nbo_charge:R:1
O 1.083000 -1.542819 0.893028 -0.3 0.2 -0.4 -0.483
C 0.537225 -1.279996 -0.149674 0.2 -0.1 0.3 0.432
C -0.603715 0.419517 -1.571155 0.3 -0.6 0.2 0.451
C -0.196156 -0.003227 -0.391733 -0.2 0.2 -0.6 -0.645
C -0.403354 1.148702 0.542745 -0.3 0.6 0.0 0.428
O -1.239634 1.982913 0.276389 0.3 -0.2 0.6 -0.485
H 0.551628 -1.971961 -1.010844 0.0 0.1 0.2 0.141
H 0.271006 1.246871 1.411243 0.0 -0.2 -0.1 0.162
```
Positions in Å, forces in eV/Å.